Molecular formula: C72H176N8O12
Method: DFT, ωB97M-V/def2-TZVPD

Results
SMILES string: CCN(CC)CC.CCN(CC)CC.CCN(CC)CC.CCN(CC)CC.CCN(CC)CC.CCN(CC)CC.CCN(CC)CC.CCN(CC)CC.COCCOCCOC.COCCOCCOC.COCCOCCOC.COCCOCCOC
HOMO: -8.04 eV
Energy: -113994.7242 eV
Orbital gap: 8.745 eV
Molecular weight: 1346.2 g mol⁻¹

Last column: Löwdin charge in e.
CARTESIAN COORDINATES (ANGSTROEM)
C  -3.98  0.19  -8.06  -0.102
C  -3.17  -1.02  -7.77  -0.264
N  -1.80  -0.76  -7.24  -0.153
C  -1.89  -0.45  -5.83  -0.247
C  -2.04  -1.60  -4.81  -0.076
C  -0.90  -1.86  -7.56  -0.279
C  0.25  -1.38  -8.39  -0.091
H  -3.62  0.92  -8.83  0.090
H  -4.14  0.77  -7.11  0.071
H  -4.95  -0.18  -8.37  0.066
H  -3.75  -1.64  -7.05  0.115
H  -3.07  -1.60  -8.66  0.099
H  -1.04  0.11  -5.52  0.094
H  -2.76  0.19  -5.66  0.067
H  -2.34  -1.21  -3.76  0.082
H  -2.83  -2.27  -5.14  0.072
H  -1.19  -2.19  -4.62  0.001
H  -1.40  -2.66  -8.13  0.111
H  -0.48  -2.27  -6.62  0.112
H  -0.16  -0.69  -9.12  0.076
H  0.73  -2.23  -8.87  0.072
H  0.96  -0.83  -7.77  0.060
C  5.67  -2.48  6.53  -0.098
C  4.59  -2.25  5.51  -0.296
N  3.43  -1.49  5.99  -0.172
C  2.25  -1.67  5.10  -0.236
C  1.20  -2.67  5.66  -0.052
C  3.71  0.01  6.03  -0.239
C  2.64  0.78  6.87  -0.085
H  6.59  -2.91  6.15  0.065
H  5.29  -3.15  7.34  0.090
H  5.99  -1.49  6.96  0.072
H  4.97  -1.77  4.58  0.122
H  4.19  -3.22  5.23  0.103
H  1.78  -0.73  4.98  0.068
H  2.71  -2.10  4.16  0.109
H  0.39  -2.92  4.93  0.082
H  1.67  -3.56  5.89  0.024
H  0.73  -2.23  6.52  0.060
H  3.74  0.49  4.94  0.130
H  4.70  0.13  6.45  0.084
H  2.66  0.20  7.83  0.089
H  1.68  0.87  6.34  0.040
H  3.10  1.77  7.08  0.073
C  -6.19  -1.62  4.34  -0.081
C  -5.42  -0.68  5.35  -0.230
N  -4.56  0.37  4.80  -0.173
C  -3.32  0.00  4.23  -0.292
C  -2.21  -0.29  5.21  -0.069
C  -5.39  1.16  3.85  -0.249
C  -6.70  1.68  4.38  -0.092
H  -7.03  -1.03  3.86  0.062
H  -6.68  -2.56  4.78  0.090
H  -5.52  -1.87  3.55  0.035
H  -6.12  -0.26  6.06  0.096
H  -4.69  -1.36  5.94  0.124
H  -3.41  -0.87  3.62  0.094
H  -2.95  0.72  3.54  0.093
H  -1.84  0.67  5.56  0.058
H  -2.46  -0.84  6.10  0.062
H  -1.36  -0.77  4.68  0.071
H  -5.61  0.60  2.98  0.088
H  -4.73  1.99  3.52  0.111
H  -6.73  2.15  5.35  0.077
H  -7.52  0.94  4.35  0.064
H  -7.00  2.40  3.61  0.081
C  5.38  0.38  -1.95  -0.054
C  4.90  -0.24  -3.30  -0.234
N  3.45  -0.06  -3.62  -0.139
C  2.53  -0.73  -2.64  -0.227
C  1.07  -0.32  -2.76  -0.083
C  3.23  -0.77  -4.90  -0.294
C  3.92  -0.12  -6.06  -0.096
H  4.73  1.19  -1.73  0.038
H  6.45  0.69  -2.04  0.069
H  5.39  -0.42  -1.18  0.075
H  5.46  0.17  -4.17  0.089
H  5.16  -1.34  -3.35  0.120
H  2.77  -0.39  -1.66  0.083
H  2.67  -1.80  -2.66  0.089
H  0.97  0.75  -2.81  0.065
H  0.48  -0.71  -1.94  0.042
H  0.76  -0.85  -3.67  0.052
H  3.53  -1.83  -4.79  0.107
H  2.16  -0.74  -5.12  0.100
H  3.47  0.84  -6.18  0.064
H  4.99  -0.05  -6.07  0.057
H  3.58  -0.72  -6.95  0.090
C  -5.62  -3.28  -1.04  -0.108
C  -6.06  -1.83  -0.98  -0.263
N  -5.43  -0.80  -1.86  -0.153
C  -5.44  -1.20  -3.26  -0.286
C  -5.12  -0.02  -4.12  -0.093
C  -3.96  -0.71  -1.46  -0.238
C  -3.84  -0.21  -0.02  -0.075
H  -5.60  -3.67  -2.02  0.043
H  -6.45  -3.82  -0.48  0.093
H  -4.68  -3.60  -0.52  0.078
H  -7.11  -1.90  -1.39  0.119
H  -6.14  -1.52  0.07  0.100
H  -4.76  -2.06  -3.49  0.113
H  -6.49  -1.52  -3.50  0.131
H  -4.11  0.41  -3.95  0.039
H  -5.28  -0.32  -5.11  0.044
H  -5.73  0.89  -4.04  0.087
H  -3.32  -0.07  -2.13  0.087
H  -3.51  -1.75  -1.52  0.112
H  -2.73  -0.11  0.13  0.075
H  -4.26  -0.87  0.68  0.031
H  -4.33  0.82  0.05  0.094
C  2.51  -5.62  -4.14  -0.088
C  2.89  -4.55  -3.12  -0.227
N  2.14  -4.60  -1.82  -0.160
C  0.69  -4.64  -1.97  -0.297
C  0.06  -3.47  -2.67  -0.084
C  2.55  -5.81  -1.08  -0.253
C  3.69  -5.56  -0.06  -0.056
H  2.20  -6.52  -3.65  0.047
H  3.28  -5.79  -4.91  0.077
H  1.59  -5.27  -4.69  0.082
H  3.93  -4.73  -2.79  0.109
H  2.82  -3.56  -3.57  0.068
H  0.38  -5.63  -2.41  0.116
H  0.11  -4.76  -0.96  0.136
H  0.41  -3.33  -3.67  0.053
H  -1.04  -3.66  -2.64  0.097
H  0.33  -2.67  -1.98  0.064
H  2.85  -6.65  -1.70  0.106
H  1.66  -6.10  -0.50  0.097
H  3.81  -6.55  0.40  0.066
H  3.34  -4.93  0.74  0.047
H  4.50  -5.12  -0.61  0.061
C  -1.47  6.59  -1.67  -0.085
C  -1.05  5.77  -2.87  -0.235
N  -2.02  4.66  -3.22  -0.157
C  -2.81  4.95  -4.42  -0.255
C  -2.02  4.93  -5.72  -0.086
C  -1.29  3.38  -3.23  -0.287
C  -2.16  2.27  -3.59  -0.115
H  -0.86  7.53  -1.74  0.082
H  -1.25  6.10  -0.77  0.027
H  -2.52  6.97  -1.85  0.098
H  -0.99  6.38  -3.73  0.078
H  -0.05  5.24  -2.65  0.121
H  -3.58  4.23  -4.52  0.087
H  -3.29  5.94  -4.34  0.119
H  -1.10  5.52  -5.70  0.070
H  -1.69  3.89  -5.91  0.066
H  -2.67  5.25  -6.54  0.075
H  -0.83  3.19  -2.24  0.107
H  -0.46  3.39  -3.93  0.116
H  -1.61  1.31  -3.52  0.075
H  -2.43  2.21  -4.63  0.061
H  -3.04  2.16  -3.01  0.063
C  0.01  2.88  4.69  -0.070
C  0.45  4.07  3.87  -0.227
N  1.56  3.85  2.92  -0.177
C  2.10  5.08  2.52  -0.272
C  1.01  5.93  1.80  -0.057
C  2.65  3.05  3.46  -0.250
C  3.78  2.81  2.47  -0.081
H  -0.97  2.97  5.08  0.059
H  0.70  2.50  5.46  0.060
H  -0.08  2.05  4.00  0.068
H  -0.44  4.37  3.37  0.084
H  0.74  4.85  4.51  0.097
H  3.06  4.98  2.00  0.087
H  2.34  5.62  3.46  0.118
H  0.52  6.58  2.44  0.044
H  0.30  5.28  1.32  0.049
H  1.49  6.56  1.07  0.066
H  3.03  3.47  4.44  0.139
H  2.25  2.14  3.81  0.065
H  4.54  3.59  2.47  0.069
H  4.30  1.89  2.65  0.063
H  3.40  2.70  1.44  0.067
C  9.60  1.16  -4.12  -0.042
O  8.87  1.78  -2.98  -0.232
C  8.17  2.92  -3.30  -0.220
C  7.76  3.50  -1.90  -0.151
O  6.44  4.04  -1.94  -0.139
C  5.98  4.40  -0.67  -0.216
C  4.48  4.72  -0.74  -0.197
O  3.82  3.48  -0.85  -0.187
C  2.50  3.65  -1.33  -0.098
H  10.40  1.78  -4.38  0.059
H  8.83  1.12  -4.98  0.109
H  9.89  0.15  -3.80  0.087
H  7.23  2.68  -3.82  0.126
H  8.79  3.64  -3.86  0.127
H  8.42  4.24  -1.60  0.097
H  7.71  2.70  -1.12  0.132
H  6.55  5.25  -0.29  0.127
H  6.10  3.59  0.03  0.116
H  4.26  5.41  -1.54  0.117
H  4.30  5.30  0.21  0.123
H  1.76  4.15  -0.66  0.091
H  2.12  2.71  -1.62  0.053
H  2.54  4.25  -2.28  0.102
C  -0.08  -6.28  1.97  -0.126
O  1.22  -5.95  2.24  -0.176
C  1.97  -6.99  2.85  -0.178
C  2.86  -6.46  3.97  -0.213
O  2.16  -6.17  5.11  -0.123
C  2.30  -7.13  6.17  -0.177
C  1.44  -8.36  6.07  -0.215
O  1.86  -9.19  4.99  -0.199
C  0.74  -9.83  4.37  -0.117
H  -0.53  -6.76  2.80  0.071
H  -0.20  -6.98  1.11  0.100
H  -0.65  -5.41  1.68  0.074
H  2.60  -7.48  2.08  0.127
H  1.43  -7.82  3.29  0.079
H  3.43  -5.60  3.69  0.120
H  3.53  -7.36  4.19  0.145
H  2.03  -6.64  7.14  0.141
H  3.33  -7.44  6.25  0.120
H  0.39  -8.03  5.94  0.132
H  1.47  -8.92  7.05  0.139
H  -0.04  -9.08  4.12  0.077
H  0.24  -10.59  5.05  0.108
H  0.93  -10.30  3.40  0.087
C  -7.77  3.30  -0.71  -0.117
O  -6.72  3.97  -0.07  -0.166
C  -5.45  3.81  -0.64  -0.224
C  -4.45  4.59  0.11  -0.176
O  -4.22  4.04  1.44  -0.140
C  -3.28  4.85  2.19  -0.216
C  -4.00  5.68  3.16  -0.188
O  -4.65  6.81  2.51  -0.206
C  -5.02  7.90  3.39  -0.084
H  -7.59  2.16  -0.69  0.110
H  -7.89  3.63  -1.76  0.093
H  -8.67  3.43  -0.18  0.061
H  -5.40  4.23  -1.67  0.136
H  -5.08  2.78  -0.68  0.114
H  -4.76  5.66  0.26  0.143
H  -3.55  4.62  -0.45  0.088
H  -2.53  5.35  1.63  0.117
H  -2.81  4.04  2.71  0.091
H  -3.26  6.04  3.96  0.143
H  -4.74  5.07  3.69  0.130
H  -5.89  7.63  4.01  0.094
H  -5.08  8.72  2.71  0.074
H  -4.13  8.11  4.02  0.084
C  -1.54  2.36  1.20  -0.104
O  -0.79  1.17  1.37  -0.173
C  0.32  1.25  0.53  -0.211
C  1.40  0.24  0.95  -0.116
O  1.37  -0.99  0.16  -0.210
C  2.04  -2.10  0.78  -0.145
C  1.16  -2.72  1.89  -0.184
O  0.03  -3.23  1.26  -0.199
C  -1.06  -2.39  1.13  -0.092
H  -2.50  2.27  1.69  0.069
H  -1.72  2.75  0.16  0.116
H  -0.96  3.04  1.75  0.045
H  0.84  2.20  0.68  0.095
H  0.09  1.24  -0.55  0.121
H  1.33  -0.06  2.02  0.127
H  2.40  0.61  0.78  0.112
H  3.06  -1.91  1.15  0.130
H  2.14  -2.74  -0.09  0.100
H  0.92  -1.93  2.56  0.085
H  1.62  -3.54  2.38  0.100
H  -0.77  -1.46  0.70  0.061
H  -1.55  -2.37  2.16  0.120
H  -1.82  -2.75  0.49  0.062